1.
Entry from OMol25: a structure of composition C54H34FeN10O2S (ωB97M-V with the def2-TZVPD basis set).

```
102
C54H34FeN10O2S, DFT ωB97M-V with the def2-TZVPD basis set
Fe 0.71 -0.09 -0.10
C -2.58 -2.08 3.50
C -2.87 -2.99 2.45
C -1.96 -3.21 1.44
C -0.73 -2.53 1.48
C 0.42 -2.56 0.64
N 1.38 -1.77 1.10
C 0.84 -1.08 2.21
N 1.82 1.84 1.76
C 0.54 2.00 1.93
C -0.10 2.84 2.92
C 0.36 3.50 4.06
C -0.54 4.25 4.79
C -1.89 4.34 4.40
C -2.35 3.68 3.27
C -1.45 2.92 2.54
C -1.58 2.13 1.31
N -2.65 2.25 0.53
C -2.73 1.81 -0.70
N -1.79 1.06 -1.47
C -2.46 0.48 -2.55
N -2.03 -0.48 -3.29
C -1.05 -1.35 -2.86
N -0.48 -1.48 -1.61
C 0.09 -2.75 -1.57
N 0.57 -3.33 -0.51
C 0.02 -3.37 -2.90
C 0.54 -4.54 -3.42
C 0.32 -4.82 -4.76
C -0.42 -3.94 -5.56
C -0.95 -2.77 -5.04
C -0.71 -2.47 -3.70
C -3.80 1.09 -2.63
C -4.82 0.95 -3.56
C -6.01 1.63 -3.33
C -6.17 2.41 -2.18
C -5.16 2.53 -1.24
C -3.95 1.87 -1.48
N -0.40 1.51 1.04
C -0.45 -1.60 2.51
C -1.40 -1.38 3.54
H -3.31 -1.93 4.28
H -3.82 -3.51 2.44
H -2.18 -3.89 0.63
H 1.40 3.39 4.36
H -0.21 4.77 5.68
H -2.57 4.94 4.99
H -3.39 3.74 2.97
H 1.11 -5.21 -2.78
H 0.73 -5.73 -5.20
H -0.58 -4.18 -6.61
H -1.52 -2.08 -5.66
H -4.68 0.33 -4.43
H -6.82 1.55 -4.04
H -7.11 2.94 -2.03
H -5.28 3.13 -0.35
H -1.19 -0.67 4.33
O 3.23 -0.47 3.18
S 1.89 -0.82 3.57
O 1.20 0.00 4.55
N 2.06 1.04 0.70
C 3.35 0.86 0.33
C 4.48 1.39 0.94
C 5.75 1.11 0.42
C 5.94 0.32 -0.70
C 4.80 -0.20 -1.36
C 4.87 -0.98 -2.54
C 3.72 -1.38 -3.15
C 2.48 -1.03 -2.59
N 2.37 -0.35 -1.48
C 3.51 0.07 -0.85
C 2.01 -2.45 4.31
C 1.77 -2.59 5.67
C 1.91 -3.84 6.26
C 2.29 -4.94 5.50
C 2.52 -4.79 4.13
C 2.39 -3.54 3.53
H 4.35 1.99 1.83
H 6.62 1.52 0.92
H 6.93 0.11 -1.08
H 5.84 -1.23 -2.95
H 3.73 -1.97 -4.06
H 1.55 -1.30 -3.09
H 1.45 -1.72 6.23
H 1.73 -3.95 7.32
H 2.40 -5.91 5.96
H 2.80 -5.64 3.53
H 2.57 -3.41 2.47
C -0.43 1.53 -1.80
C -0.45 2.91 -2.41
C -0.44 3.06 -3.79
C -0.59 4.32 -4.36
C -0.77 5.44 -3.55
C -0.77 5.29 -2.17
C -0.62 4.03 -1.60
H -0.03 0.84 -2.54
H 0.21 1.50 -0.92
H -0.31 2.19 -4.42
H -0.59 4.43 -5.44
H -0.89 6.42 -4.00
H -0.91 6.15 -1.53
H -0.64 3.92 -0.52
```

Results
multiplicity	5
HOMO level (alpha / beta)	-0.070 / -1.422	eV
⟨S²⟩	6.116
frontier orbital gap (alpha / beta)	4.397 / 5.264	eV
charge	-2


2.
Entry from OMol25: a structure of composition C54H41BrGaN3O2P2 at a distorted geometry (ωB97M-V with the def2-TZVPD basis set).

```
104
C54H41BrGaN3O2P2, DFT ωB97M-V with the def2-TZVPD basis set
Ga -0.70 -0.50 0.62
Br -2.56 6.77 -7.16
C -3.41 5.28 -6.36
C -4.34 4.54 -7.07
C -4.99 3.49 -6.44
C -4.69 3.16 -5.12
C -3.75 3.93 -4.41
C -3.11 4.98 -5.03
N -5.40 2.12 -4.55
N -5.06 1.49 -3.56
C -3.84 1.33 -2.96
C -2.69 0.99 -3.67
C -1.50 0.68 -3.04
C -1.42 0.60 -1.66
O -0.28 0.32 -1.00
C -2.60 0.80 -0.91
N -2.54 0.54 0.43
C -3.57 0.86 1.19
C -4.72 1.46 0.68
C -4.84 1.64 -0.69
C -3.80 1.25 -1.53
H -4.56 4.79 -8.09
H -5.73 2.91 -6.98
H -3.56 3.72 -3.36
H -2.40 5.58 -4.48
H -2.73 0.99 -4.75
H -0.61 0.50 -3.62
H -3.49 0.64 2.25
H -5.50 1.77 1.35
H -5.73 2.08 -1.12
C 0.03 -5.47 5.15
C -0.98 -4.43 4.65
C -2.32 -4.51 5.41
C -0.40 -3.05 4.84
C 0.01 -2.63 6.11
C 0.54 -1.37 6.33
C 0.64 -0.48 5.28
C 0.21 -0.86 4.01
P 0.21 0.38 2.70
C -0.96 1.63 3.27
C -1.01 2.88 2.65
C -1.97 3.79 3.04
C -2.87 3.48 4.05
C -2.84 2.23 4.65
C -1.89 1.30 4.26
C 1.91 0.98 2.64
C 2.83 0.20 1.95
C 4.17 0.51 2.02
C 4.58 1.61 2.76
C 3.66 2.40 3.42
C 2.31 2.09 3.37
C -0.28 -2.14 3.80
O -0.64 -2.43 2.50
C -1.02 -3.73 2.21
C -1.20 -4.02 0.85
C -1.64 -5.28 0.46
C -1.91 -6.23 1.42
C -1.71 -5.94 2.75
C -1.25 -4.70 3.18
P -0.86 -2.73 -0.37
C 0.65 -3.26 -1.22
C 0.78 -3.53 -2.58
C 2.01 -3.92 -3.08
C 3.11 -4.04 -2.25
C 2.98 -3.78 -0.89
C 1.76 -3.38 -0.38
C -2.44 -2.57 -1.24
C -3.50 -2.33 -0.36
C -4.76 -2.03 -0.84
C -4.97 -1.97 -2.21
C -3.93 -2.21 -3.09
C -2.66 -2.51 -2.61
H 0.22 -5.35 6.21
H 0.97 -5.36 4.62
H -0.34 -6.48 4.99
H -2.17 -4.31 6.46
H -2.76 -5.49 5.30
H -3.02 -3.77 5.01
H -0.10 -3.30 6.94
H 0.86 -1.09 7.31
H 1.03 0.52 5.42
H -0.31 3.12 1.86
H -2.02 4.76 2.57
H -3.59 4.21 4.38
H -3.55 1.97 5.42
H -1.86 0.33 4.72
H 2.48 -0.65 1.36
H 4.89 -0.10 1.51
H 5.63 1.84 2.82
H 3.99 3.27 3.97
H 1.58 2.70 3.88
H -1.76 -5.49 -0.60
H -2.28 -7.20 1.13
H -1.92 -6.70 3.49
H -0.06 -3.44 -3.24
H 2.11 -4.12 -4.14
H 4.06 -4.35 -2.65
H 3.83 -3.88 -0.24
H 1.66 -3.17 0.68
H -3.32 -2.38 0.71
H -5.57 -1.85 -0.16
H -5.95 -1.73 -2.59
H -4.09 -2.15 -4.15
H -1.86 -2.68 -3.31
```

Results
HOMO level	-11.637	eV
frontier orbital gap	6.177	eV
charge	+2


For the records above, the corresponding energy relative to the best compared isomer or geometry (same formula, charge and spin) values read 68.9; 23.1 kcal/mol.